No. 1
This record from the OMol25 dataset describes a 2-piece molecular cluster, C3H13N4 overall. The level of theory is ωB97M-V/def2-TZVPD.

Maximum force in eV/Å: 5.7
Kohn-Sham gap in eV: 10.4
Energy above the lowest of the compared OMol25 structures with the same formula, charge and spin in eV: 4.995
Multiplicity: 1
Total charge: +1

Positions of all 20 atoms, in Å:
C (-1.30, -0.94, 1.99)
C (-1.60, 1.34, 0.90)
C (-0.78, 0.20, 1.42)
N (0.59, 0.42, 1.09)
N (1.33, -1.68, -1.49)
N (0.34, 0.38, -2.12)
N (1.41, -0.21, -1.45)
H (-0.69, -1.63, 2.42)
H (-2.31, -1.05, 1.98)
H (0.25, -0.06, -3.12)
H (-1.07, 1.90, 0.16)
H (-1.63, 2.11, 1.58)
H (-2.63, 1.10, 0.61)
H (1.28, 0.06, 1.80)
H (0.68, 1.47, 1.23)
H (2.15, -2.11, -1.08)
H (1.10, -2.05, -2.37)
H (-0.48, 0.40, -1.58)
H (2.23, 0.10, -2.08)
H (1.15, 0.25, 0.11)



No. 2
This record from the OMol25 dataset describes a 3-piece molecular cluster, C3H13N4O overall. The level of theory is ωB97M-V/def2-TZVPD.

Maximum force in eV/Å: 4.9
Kohn-Sham gap in eV: 10.8
Energy above the lowest of the compared OMol25 structures with the same formula, charge and spin in eV: 0.868
Multiplicity: 1
Total charge: +1

Positions of all 21 atoms, in Å:
C (1.90, 1.30, 0.72)
C (1.84, -0.01, 0.01)
C (-1.38, -1.77, -0.44)
N (3.04, -0.41, -0.45)
N (-1.77, -0.67, 0.11)
N (-0.94, -2.77, 0.25)
N (-2.60, 2.07, -0.54)
O (0.85, -0.63, -0.27)
H (1.13, 1.62, 1.52)
H (1.78, 2.01, -0.11)
H (2.90, 1.36, 1.28)
H (3.16, -1.14, -1.10)
H (3.84, 0.00, 0.03)
H (-1.80, 0.28, -0.26)
H (-1.46, -0.70, 1.04)
H (-0.85, -2.75, 1.29)
H (-0.64, -3.51, -0.21)
H (-1.65, 2.49, -0.75)
H (-1.47, -1.93, -1.58)
H (-3.35, 2.64, -0.95)
H (-2.54, 2.52, 0.40)



No. 3
This record from the OMol25 dataset describes a 3-piece molecular cluster, C3H13NO2 overall. The level of theory is ωB97M-V/def2-TZVPD.

Maximum force in eV/Å: 2.9
Kohn-Sham gap in eV: 9.0
Energy above the lowest of the compared OMol25 structures with the same formula, charge and spin in eV: 1.582
Multiplicity: 1
Total charge: 0

Positions of all 19 atoms, in Å:
C (0.65, -0.76, -1.81)
C (1.01, -0.30, -0.36)
N (1.36, 1.12, -0.30)
C (1.23, 1.59, 1.09)
H (0.44, -1.84, -1.65)
H (1.54, -0.63, -2.43)
H (-0.01, -0.25, -2.52)
H (1.85, -0.90, -0.04)
H (0.25, -0.50, 0.32)
H (0.83, 1.61, -1.02)
H (1.17, 2.69, 1.12)
H (0.42, 1.02, 1.57)
H (2.12, 1.26, 1.58)
O (-2.17, -2.10, 1.08)
H (-1.46, -1.64, 1.52)
H (-1.80, -3.05, 0.96)
O (-2.10, 1.13, 0.35)
H (-2.29, 0.19, 0.21)
H (-3.03, 1.38, 0.33)



- The highest energy above the lowest of the compared OMol25 structures with the same formula, charge and spin belongs to which entry?
  C3H13N4



What did the first record say?
This record from the OMol25 dataset describes a 2-piece molecular cluster, C3H13N4 overall. The level of theory is ωB97M-V/def2-TZVPD.

Maximum force in eV/Å: 5.7
Kohn-Sham gap in eV: 10.4
Energy above the lowest of the compared OMol25 structures with the same formula, charge and spin in eV: 4.995
Multiplicity: 1
Total charge: +1

Positions of all 20 atoms, in Å:
C (-1.30, -0.94, 1.99)
C (-1.60, 1.34, 0.90)
C (-0.78, 0.20, 1.42)
N (0.59, 0.42, 1.09)
N (1.33, -1.68, -1.49)
N (0.34, 0.38, -2.12)
N (1.41, -0.21, -1.45)
H (-0.69, -1.63, 2.42)
H (-2.31, -1.05, 1.98)
H (0.25, -0.06, -3.12)
H (-1.07, 1.90, 0.16)
H (-1.63, 2.11, 1.58)
H (-2.63, 1.10, 0.61)
H (1.28, 0.06, 1.80)
H (0.68, 1.47, 1.23)
H (2.15, -2.11, -1.08)
H (1.10, -2.05, -2.37)
H (-0.48, 0.40, -1.58)
H (2.23, 0.10, -2.08)
H (1.15, 0.25, 0.11)



What did the third record say?
This record from the OMol25 dataset describes a 3-piece molecular cluster, C3H13NO2 overall. The level of theory is ωB97M-V/def2-TZVPD.

Maximum force in eV/Å: 2.9
Kohn-Sham gap in eV: 9.0
Energy above the lowest of the compared OMol25 structures with the same formula, charge and spin in eV: 1.582
Multiplicity: 1
Total charge: 0

Positions of all 19 atoms, in Å:
C (0.65, -0.76, -1.81)
C (1.01, -0.30, -0.36)
N (1.36, 1.12, -0.30)
C (1.23, 1.59, 1.09)
H (0.44, -1.84, -1.65)
H (1.54, -0.63, -2.43)
H (-0.01, -0.25, -2.52)
H (1.85, -0.90, -0.04)
H (0.25, -0.50, 0.32)
H (0.83, 1.61, -1.02)
H (1.17, 2.69, 1.12)
H (0.42, 1.02, 1.57)
H (2.12, 1.26, 1.58)
O (-2.17, -2.10, 1.08)
H (-1.46, -1.64, 1.52)
H (-1.80, -3.05, 0.96)
O (-2.10, 1.13, 0.35)
H (-2.29, 0.19, 0.21)
H (-3.03, 1.38, 0.33)